The following is a DFT calculation (the ωB97M-V functional and the def2-TZVPD basis) of a molecular structure, C11H25O11V at a distorted geometry.

The value obtained for the LUMO energy is 4.356 eV. The orbital gap is 0.1800 Eh. As for the multiplicity: 1. Its net charge is -2.

Cartesian coordinates (Å):
O: 1.056 1.793 1.240
V: -0.469 1.509 1.521
O: -0.824 0.068 0.959
C: -2.188 3.132 2.888
O: -2.614 1.952 2.533
O: -2.563 3.681 3.958
O: -1.043 3.458 2.329
O: 1.936 0.208 4.511
C: 0.969 1.188 4.252
O: 1.212 2.307 4.693
O: -0.049 0.790 3.608
H: 2.553 0.758 5.010
C: 4.011 -0.710 0.046
C: 3.299 -0.830 1.380
C: 1.958 -1.516 1.222
O: 4.149 -1.555 2.305
H: 3.886 -1.661 -0.491
H: 5.087 -0.542 0.083
H: 3.485 0.054 -0.528
H: 3.193 0.158 1.836
H: 1.400 -1.536 2.158
H: 2.143 -2.536 0.865
H: 1.375 -0.939 0.504
H: 3.597 -1.938 2.992
C: -1.534 1.774 -2.907
C: -1.779 2.588 -1.649
C: -3.003 2.124 -0.893
O: -0.686 2.395 -0.722
H: -2.396 1.794 -3.572
H: -1.326 0.743 -2.613
H: -0.617 2.093 -3.417
H: -1.874 3.657 -1.875
H: -2.884 1.074 -0.618
H: -3.916 2.153 -1.508
H: -3.243 2.727 -0.019
H: 0.053 2.837 -1.150
C: -1.608 -3.767 -1.897
C: -1.148 -2.357 -2.224
C: 0.228 -2.357 -2.829
O: -2.103 -1.796 -3.174
H: -2.401 -3.810 -1.145
H: -0.795 -4.411 -1.557
H: -2.052 -4.219 -2.789
H: -1.253 -1.621 -1.426
H: 0.233 -2.879 -3.793
H: 1.026 -2.799 -2.238
H: 0.503 -1.321 -3.047
H: -2.984 -1.918 -2.811

Here is what Mulliken gives for the atomic charges, in e: number 1, O, carries -0.61; number 2, V, carries 1.41; number 3, O, carries -0.62; number 4, C, carries 0.83; number 5, O, carries -0.69; number 6, O, carries -0.80; number 7, O, carries -0.59; number 8, O, carries -0.44; number 9, C, carries 0.72; number 10, O, carries -0.68; number 11, O, carries -0.72; number 12, H, carries 0.24; number 13, C, carries -1.33; number 14, C, carries 0.97; number 15, C, carries -1.21; number 16, O, carries -0.64; number 17, H, carries 0.29; number 18, H, carries 0.37; number 19, H, carries 0.28; number 20, H, carries 0.05; number 21, H, carries 0.37; number 22, H, carries 0.43; number 23, H, carries 0.07; number 24, H, carries 0.31; number 25, C, carries -1.13; number 26, C, carries 0.64; number 27, C, carries -1.35; number 28, O, carries -0.33; number 29, H, carries 0.37; number 30, H, carries 0.09; number 31, H, carries 0.39; number 32, H, carries 0.19; number 33, H, carries 0.21; number 34, H, carries 0.44; number 35, H, carries 0.27; number 36, H, carries 0.18; number 37, C, carries -1.48; number 38, C, carries 1.17; number 39, C, carries -1.45; number 40, O, carries -0.59; number 41, H, carries 0.35; number 42, H, carries 0.38; number 43, H, carries 0.35; number 44, H, carries -0.02; number 45, H, carries 0.40; number 46, H, carries 0.33; number 47, H, carries 0.27; number 48, H, carries 0.31


The following is a DFT calculation (the ωB97M-V functional and the def2-TZVPD basis) of a molecular structure, C11H26AlBeClF5KLiNO10PS at a distorted geometry.

The value obtained for the LUMO energy is -8.567 eV. The orbital gap is 0.0364 Eh. As for the multiplicity: 1. Its net charge is +1.

Cartesian coordinates (Å):
O: 6.739 -0.416 -2.161
P: 6.848 1.056 -2.305
Al: 5.059 2.117 -3.425
S: 3.022 0.998 -3.039
O: 3.319 -0.101 -2.152
O: 2.499 0.521 -4.299
C: 1.713 2.027 -2.133
F: 2.000 3.344 -2.185
F: 1.633 1.669 -0.847
C: 0.328 1.862 -2.787
F: 0.014 0.561 -2.961
F: -0.680 2.400 -1.969
F: 0.345 2.527 -3.973
H: 8.076 1.493 -2.886
H: 6.843 1.651 -0.955
H: 4.909 3.592 -2.705
H: 5.323 2.312 -4.961
Be: 6.887 3.810 -1.358
C: 0.823 -1.813 -0.498
C: 0.554 -1.077 0.812
C: 0.855 -1.923 2.054
O: -0.120 -2.919 2.373
C: 0.020 -4.106 1.650
N: -0.831 -0.570 0.811
H: 0.041 -2.542 -0.732
H: 0.857 -1.110 -1.327
H: 1.779 -2.336 -0.471
H: 1.225 -0.216 0.844
H: 0.870 -1.256 2.918
H: 1.848 -2.379 1.989
H: 1.061 -4.342 1.426
H: -0.557 -4.044 0.706
H: -0.400 -4.923 2.250
H: -0.971 -0.002 1.643
H: -1.442 -1.368 0.958
C: 3.167 -5.591 1.010
O: 3.687 -6.091 2.029
O: 3.618 -4.298 0.717
O: 2.307 -6.067 0.262
H: 4.250 -4.214 1.451
K: -2.034 2.028 -3.546
O: -4.927 6.070 -0.438
C: -5.042 5.090 0.239
O: -5.663 4.008 -0.283
C: -5.693 2.729 0.354
C: -6.803 2.624 1.374
C: -4.586 5.064 1.679
H: -4.714 2.489 0.779
H: -5.873 2.010 -0.442
H: -6.683 3.344 2.195
H: -6.826 1.622 1.817
H: -7.762 2.848 0.907
H: -5.351 5.528 2.299
H: -3.667 5.640 1.755
H: -4.368 4.069 2.061
O: 0.742 -6.766 4.309
H: 0.297 -5.970 4.613
H: 1.520 -6.444 3.833
Cl: -8.118 0.629 0.424
Li: -1.967 -4.849 0.297

Here is what Mulliken gives for the atomic charges, in e: number 1, O, carries -0.51; number 2, P, carries 0.21; number 3, Al, carries 0.38; number 4, S, carries 1.01; number 5, O, carries -0.49; number 6, O, carries -0.67; number 7, C, carries 0.35; number 8, F, carries -0.25; number 9, F, carries -0.19; number 10, C, carries 0.64; number 11, F, carries -0.20; number 12, F, carries -0.40; number 13, F, carries -0.25; number 14, H, carries 0.11; number 15, H, carries 0.00; number 16, H, carries -0.22; number 17, H, carries -0.16; number 18, Be, carries 0.48; number 19, C, carries -0.88; number 20, C, carries 0.76; number 21, C, carries -0.88; number 22, O, carries -0.44; number 23, C, carries -0.32; number 24, N, carries -0.63; number 25, H, carries 0.22; number 26, H, carries -0.26; number 27, H, carries 0.34; number 28, H, carries 0.24; number 29, H, carries 0.41; number 30, H, carries 0.40; number 31, H, carries -0.12; number 32, H, carries -0.28; number 33, H, carries 0.84; number 34, H, carries 0.31; number 35, H, carries 0.27; number 36, C, carries 0.70; number 37, O, carries -0.63; number 38, O, carries -0.38; number 39, O, carries -0.63; number 40, H, carries 0.28; number 41, K, carries 1.08; number 42, O, carries -0.55; number 43, C, carries 0.71; number 44, O, carries -0.40; number 45, C, carries -0.19; number 46, C, carries -1.30; number 47, C, carries -0.88; number 48, H, carries 0.31; number 49, H, carries 0.36; number 50, H, carries 0.34; number 51, H, carries 0.36; number 52, H, carries 0.40; number 53, H, carries 0.25; number 54, H, carries 0.30; number 55, H, carries 0.32; number 56, O, carries -0.65; number 57, H, carries 0.30; number 58, H, carries 0.35; number 59, Cl, carries -0.29; number 60, Li, carries 0.99


The following is a DFT calculation (the ωB97M-V functional and the def2-TZVPD basis) of 4 unconnected molecules or ions with the total composition C11H26BN3O2P2.

The value obtained for the LUMO energy is 0.334 eV. The orbital gap is 0.2615 Eh. As for the multiplicity: 1. Its net charge is 0. As for the structure (SMILES): CCOB(O)[PH3]P(C)CC.CC#N.CC#N.CC#N.

Cartesian coordinates (Å):
C: 3.341 -1.743 1.921
C: 2.066 -1.033 2.337
O: 2.076 0.296 1.812
B: 1.069 0.764 1.027
O: 1.382 1.801 0.149
P: -0.858 0.193 1.088
P: -3.084 -0.445 1.083
C: -3.322 -0.778 2.877
C: -3.167 -2.160 0.333
C: -1.884 -2.763 -0.248
H: 3.483 -1.652 0.842
H: 3.252 -2.809 2.150
H: 4.212 -1.338 2.438
H: 1.199 -1.597 1.981
H: 1.993 -0.981 3.427
H: 1.370 1.484 -0.765
H: -0.683 -0.444 2.402
H: -0.722 -0.352 -0.244
H: -1.262 1.549 1.082
H: -2.362 -0.734 3.417
H: -3.741 -1.774 3.032
H: -3.989 -0.033 3.311
H: -3.943 -2.140 -0.437
H: -3.536 -2.827 1.118
H: -1.109 -2.871 0.517
H: -1.486 -2.169 -1.074
H: -2.089 -3.760 -0.653
C: 0.003 -2.630 -4.485
C: 0.389 -1.543 -3.598
N: 0.694 -0.685 -2.899
H: 0.658 -3.485 -4.325
H: -1.026 -2.924 -4.281
H: 0.084 -2.305 -5.520
C: -0.473 4.967 1.758
C: -1.275 4.176 2.682
N: -1.898 3.526 3.392
H: 0.267 4.328 1.277
H: -1.115 5.405 0.995
H: 0.036 5.764 2.297
C: 2.457 2.289 -3.223
C: 2.810 2.288 -4.636
N: 3.083 2.286 -5.752
H: 2.210 3.299 -2.898
H: 1.599 1.636 -3.073
H: 3.295 1.922 -2.632

Here is what Mulliken gives for the atomic charges, in e: number 1, C, carries -1.23; number 2, C, carries 0.13; number 3, O, carries -0.46; number 4, B, carries 0.94; number 5, O, carries -0.71; number 6, P, carries 0.38; number 7, P, carries -0.12; number 8, C, carries -0.98; number 9, C, carries -0.47; number 10, C, carries -1.10; number 11, H, carries 0.31; number 12, H, carries 0.36; number 13, H, carries 0.29; number 14, H, carries -0.05; number 15, H, carries 0.31; number 16, H, carries 0.23; number 17, H, carries -0.15; number 18, H, carries -0.18; number 19, H, carries -0.04; number 20, H, carries 0.30; number 21, H, carries 0.35; number 22, H, carries 0.29; number 23, H, carries 0.39; number 24, H, carries 0.32; number 25, H, carries 0.25; number 26, H, carries 0.22; number 27, H, carries 0.40; number 28, C, carries -0.88; number 29, C, carries 0.33; number 30, N, carries -0.31; number 31, H, carries 0.28; number 32, H, carries 0.28; number 33, H, carries 0.31; number 34, C, carries -0.65; number 35, C, carries 0.35; number 36, N, carries -0.40; number 37, H, carries 0.14; number 38, H, carries 0.26; number 39, H, carries 0.31; number 40, C, carries -0.41; number 41, C, carries 0.12; number 42, N, carries -0.37; number 43, H, carries 0.32; number 44, H, carries 0.04; number 45, H, carries 0.31


The following is a DFT calculation (the ωB97M-V functional and the def2-TZVPD basis) of a molecular structure, C11H26ClI2N2P2PbSe at a distorted geometry.

The value obtained for the LUMO energy (alpha / beta) is -12.487 / -12.964 eV. The orbital gap (alpha / beta) is 0.1965 / 0.1780 Eh. As for the multiplicity: 1. Its net charge is +3.

Cartesian coordinates (Å):
I: -0.151 2.514 0.571
I: -0.496 -2.171 -0.112
Pb: 0.471 0.077 -2.619
P: -2.285 0.172 -1.522
C: -3.301 0.242 0.001
C: -2.917 1.540 -2.554
H: -4.002 1.417 -2.671
H: -4.090 -1.053 -2.560
H: -2.437 1.569 -3.546
H: -2.576 -1.265 -3.510
H: -3.071 1.166 0.539
H: -2.705 2.512 -2.099
C: -3.003 -1.201 -2.497
H: -4.363 0.186 -0.279
H: -2.776 -2.162 -2.025
H: -3.015 -0.590 0.652
P: 3.334 0.170 -1.457
C: 4.451 0.287 0.023
C: 3.981 -1.241 -2.470
H: 3.348 1.590 -3.490
H: 4.972 1.537 -2.717
H: 3.649 2.520 -2.008
C: 3.888 1.577 -2.523
H: 3.482 -1.298 -3.459
H: 5.070 -1.176 -2.631
H: 5.503 0.226 -0.289
H: 4.194 -0.535 0.705
H: 3.752 -2.186 -1.951
H: 4.281 1.231 0.564
Cl: 0.554 0.240 -5.054
C: 0.728 -2.242 2.908
N: -0.391 -1.321 2.989
C: -1.553 -1.596 3.687
C: -2.259 -0.440 3.772
N: -1.520 0.509 3.065
C: -1.820 1.907 3.253
C: -0.388 -0.045 2.550
Se: 1.143 0.682 1.707
H: 1.623 -1.652 2.698
H: 0.523 -2.990 2.139
H: 0.746 -2.761 3.866
H: -1.720 -2.562 4.135
H: -3.139 -0.135 4.335
H: -2.859 2.065 2.911
H: -1.738 2.170 4.319
H: -1.118 2.513 2.658

Here is what Mulliken gives for the atomic charges, in e: number 1, I, carries -0.12; number 2, I, carries 0.17; number 3, Pb, carries 1.17; number 4, P, carries -0.07; number 5, C, carries -0.77; number 6, C, carries -1.11; number 7, H, carries 0.43; number 8, H, carries 0.42; number 9, H, carries 0.39; number 10, H, carries 0.38; number 11, H, carries 0.16; number 12, H, carries 0.34; number 13, C, carries -0.98; number 14, H, carries 0.48; number 15, H, carries 0.37; number 16, H, carries 0.23; number 17, P, carries 0.48; number 18, C, carries -1.05; number 19, C, carries -1.09; number 20, H, carries 0.38; number 21, H, carries 0.41; number 22, H, carries 0.38; number 23, C, carries -1.10; number 24, H, carries 0.36; number 25, H, carries 0.41; number 26, H, carries 0.41; number 27, H, carries 0.34; number 28, H, carries 0.38; number 29, H, carries 0.37; number 30, Cl, carries -0.30; number 31, C, carries -0.95; number 32, N, carries 0.21; number 33, C, carries -0.58; number 34, C, carries -0.51; number 35, N, carries 0.34; number 36, C, carries -0.70; number 37, C, carries 0.31; number 38, Se, carries 0.11; number 39, H, carries 0.31; number 40, H, carries 0.32; number 41, H, carries 0.35; number 42, H, carries 0.57; number 43, H, carries 0.53; number 44, H, carries 0.41; number 45, H, carries 0.34; number 46, H, carries 0.07


The following is a DFT calculation (the ωB97M-V functional and the def2-TZVPD basis) of a molecular structure, C11H26CuN4O7S at a distorted geometry.

The value obtained for the LUMO energy (alpha / beta) is -0.799 / -0.754 eV. The orbital gap (alpha / beta) is 0.2111 / 0.2097 Eh. As for the multiplicity: 2. Its net charge is 0. As for the expectation value of S²: 0.758.

Cartesian coordinates (Å):
O: -1.988 -3.467 1.348
H: -2.354 -4.353 1.442
Cu: -0.160 -0.069 0.164
N: 1.699 0.162 0.518
N: -0.103 -0.552 2.004
N: -0.167 0.673 -1.605
N: -1.968 -0.383 -0.335
O: 2.542 0.557 -0.385
O: 0.806 1.546 -1.984
O: -2.894 -0.778 0.557
O: -1.168 -0.910 2.612
C: 1.076 -0.361 2.658
C: 2.093 0.148 1.812
C: -1.359 0.777 -2.209
C: -2.402 0.119 -1.493
C: 3.380 0.749 2.235
H: 3.381 1.830 2.015
H: 4.228 0.294 1.701
H: 3.520 0.625 3.316
C: 1.138 -0.541 4.136
H: 0.841 -1.569 4.405
H: 0.434 0.149 4.638
H: 2.164 -0.348 4.488
C: -1.591 1.577 -3.433
C: -3.823 0.127 -1.921
H: -0.667 1.721 -3.993
H: -2.010 2.567 -3.209
H: -2.315 1.093 -4.094
H: -4.471 -0.215 -1.111
H: -3.969 -0.544 -2.777
H: -4.130 1.135 -2.226
H: 1.615 1.195 -1.459
H: -2.342 -1.017 1.403
C: -0.805 -3.550 0.541
H: -0.003 -3.085 1.103
H: -0.970 -2.958 -0.366
H: -0.529 -4.574 0.305
O: 2.160 -2.406 -1.775
H: 1.385 -2.288 -2.356
H: 2.161 -1.548 -1.279
C: -1.749 3.835 -0.345
S: -0.973 3.352 1.206
C: 0.714 3.816 0.772
O: -1.033 1.855 1.266
H: -1.048 3.744 -1.184
H: -2.066 4.876 -0.212
H: -2.621 3.187 -0.485
H: 1.379 3.461 1.567
H: 1.022 3.407 -0.198
H: 0.743 4.910 0.754

Here is what Mulliken gives for the atomic charges, in e: number 1, O, carries -0.47; number 2, H, carries 0.30; number 3, Cu, carries -2.50; number 4, N, carries 1.48; number 5, N, carries 1.42; number 6, N, carries 0.68; number 7, N, carries 1.01; number 8, O, carries -0.95; number 9, O, carries -0.51; number 10, O, carries -0.51; number 11, O, carries -0.91; number 12, C, carries 0.27; number 13, C, carries 0.27; number 14, C, carries 0.45; number 15, C, carries 0.67; number 16, C, carries -1.40; number 17, H, carries 0.21; number 18, H, carries 0.31; number 19, H, carries 0.38; number 20, C, carries -1.46; number 21, H, carries 0.29; number 22, H, carries 0.27; number 23, H, carries 0.41; number 24, C, carries -1.61; number 25, C, carries -1.60; number 26, H, carries 0.39; number 27, H, carries 0.27; number 28, H, carries 0.46; number 29, H, carries 0.40; number 30, H, carries 0.34; number 31, H, carries 0.37; number 32, H, carries 0.55; number 33, H, carries 0.40; number 34, C, carries -0.33; number 35, H, carries 0.06; number 36, H, carries -0.03; number 37, H, carries 0.48; number 38, O, carries -0.67; number 39, H, carries 0.31; number 40, H, carries 0.40; number 41, C, carries -0.76; number 42, S, carries 0.24; number 43, C, carries -0.71; number 44, O, carries -0.25; number 45, H, carries 0.13; number 46, H, carries 0.50; number 47, H, carries 0.18; number 48, H, carries 0.17; number 49, H, carries 0.19; number 50, H, carries 0.45


| no. | molar mass (u) |
| --- | --- |
| 1 | 384.254 |
| 2 | 607.843 |
| 3 | 305.108 |
| 4 | 823.712 |
| 5 | 421.963 |